No. 1
Formula: C42H39N5O2PPtSb
Source: the OMol25 dataset
Level of theory: the ωB97M-V functional and the def2-TZVPD basis

Values from the calculation:
Gap between HOMO and LUMO (spin up / spin down) in eV: 6.316 / 4.770
Total charge: +2
⟨S²⟩: 2.01
Electronic energy in eV: -74792.582
Strongest force on any atom in eV/A: 0.59
HOMO level (spin up / spin down) in eV: -11.61 / -11.61
Spin multiplicity: 3

The geometry in XYZ format:
```
91
Properties=species:S:1:pos:R:3:forces:R:3
Pt 0.017 0.191 -0.018 -0.07 0.05 0.01
C -11.018 -6.982 -4.388 0.02 0.04 -0.10
O -10.411 -6.979 -3.103 -0.19 -0.16 0.09
C -9.336 -6.217 -2.894 0.36 0.25 0.02
C -8.741 -5.407 -3.864 -0.22 -0.13 -0.11
C -7.622 -4.662 -3.545 0.17 0.09 0.21
C -7.069 -4.701 -2.266 -0.23 -0.14 -0.15
C -7.681 -5.509 -1.296 0.12 0.12 -0.05
C -8.791 -6.254 -1.603 -0.16 -0.09 -0.07
C -5.876 -3.958 -1.909 0.26 0.14 0.07
N -5.362 -3.877 -0.697 -0.14 -0.12 0.19
C -4.248 -3.110 -0.813 0.05 0.14 -0.57
C -4.062 -2.705 -2.128 -0.03 -0.07 0.48
N -5.110 -3.257 -2.811 -0.10 -0.01 -0.12
C -2.948 -1.935 -2.546 0.13 0.06 0.06
C -2.658 -1.583 -3.876 0.07 0.06 0.06
C -1.492 -0.918 -4.156 -0.09 -0.08 -0.04
C -0.644 -0.564 -3.105 0.02 -0.04 0.00
N -0.924 -0.830 -1.842 -0.16 0.17 0.04
C -2.038 -1.531 -1.542 -0.10 -0.07 -0.27
C -2.219 -1.941 -0.168 -0.17 -0.17 0.17
N -1.269 -1.584 0.730 0.10 0.15 0.02
C -1.340 -2.083 1.951 0.05 0.00 0.01
C -2.376 -2.908 2.391 -0.07 -0.05 0.00
C -3.379 -3.233 1.514 0.00 0.01 0.01
C -3.304 -2.761 0.196 0.16 0.11 0.01
H -11.871 -7.648 -4.314 0.00 -0.01 0.01
H -10.328 -7.356 -5.147 0.00 0.00 0.02
H -11.361 -5.982 -4.663 0.00 0.00 0.02
H -9.149 -5.355 -4.863 0.02 0.01 0.02
H -7.198 -4.029 -4.317 0.00 -0.02 -0.02
H -7.258 -5.531 -0.302 -0.02 -0.05 0.01
H -9.271 -6.885 -0.867 0.03 0.02 0.02
H -5.282 -3.191 -3.799 -0.05 -0.05 -0.01
H -3.341 -1.855 -4.671 0.03 -0.01 -0.03
H -1.219 -0.669 -5.172 0.01 0.00 0.01
H 0.300 -0.075 -3.302 -0.01 0.08 0.01
H -0.522 -1.858 2.621 0.00 0.02 -0.02
H -2.370 -3.282 3.405 0.02 0.00 -0.01
H -4.211 -3.866 1.794 0.01 0.01 0.02
O 0.095 0.697 2.996 -0.02 0.09 0.31
N 1.038 0.815 1.952 -0.30 0.09 0.03
C 1.816 1.794 2.203 0.06 0.05 0.35
C 2.837 2.369 1.344 0.19 0.19 -0.50
C 3.891 3.010 2.008 -0.20 -0.16 0.12
C 4.900 3.641 1.309 0.12 0.07 -0.10
C 4.855 3.679 -0.078 0.00 0.01 0.07
C 3.806 3.073 -0.748 -0.05 -0.10 0.03
C 2.797 2.403 -0.059 -0.07 -0.04 0.10
P 1.452 1.703 -1.078 0.07 0.07 -0.06
C 0.655 3.170 -1.794 -0.08 -0.02 0.06
C 0.789 4.426 -1.200 0.04 -0.14 -0.03
C 0.115 5.521 -1.720 -0.04 0.08 0.00
C -0.694 5.375 -2.837 0.00 0.01 -0.01
C -0.843 4.127 -3.426 0.01 -0.03 -0.06
C -0.182 3.028 -2.903 0.05 0.02 0.03
C 2.382 0.883 -2.401 -0.08 -0.02 0.05
C 2.678 1.482 -3.623 -0.06 -0.02 0.03
C 3.462 0.803 -4.546 0.00 0.02 -0.06
C 3.953 -0.460 -4.251 0.01 0.00 -0.02
C 3.651 -1.064 -3.036 0.02 -0.05 0.01
C 2.862 -0.397 -2.115 -0.08 0.13 -0.03
H 0.150 -0.218 3.293 0.01 -0.08 -0.01
H 1.719 2.254 3.186 -0.02 -0.11 0.01
H 3.914 2.994 3.091 0.00 0.03 -0.01
H 5.713 4.114 1.841 -0.01 -0.01 0.01
H 5.629 4.187 -0.637 0.00 -0.01 0.01
H 3.770 3.117 -1.828 0.04 0.01 -0.02
H 1.431 4.548 -0.336 0.02 0.07 -0.02
H 0.232 6.494 -1.261 0.01 -0.02 0.01
H -1.207 6.232 -3.252 0.00 0.00 0.02
H -1.475 4.011 -4.297 0.01 0.00 0.00
H -0.313 2.057 -3.363 -0.01 -0.01 -0.04
H 2.291 2.466 -3.859 0.05 0.01 0.00
H 3.693 1.266 -5.496 0.00 0.00 0.01
H 4.573 -0.978 -4.970 -0.02 -0.01 0.00
H 4.032 -2.052 -2.813 -0.01 0.01 0.01
H 2.607 -0.858 -1.165 0.08 -0.07 -0.02
C -1.146 3.624 1.833 0.07 -0.26 -0.07
Sb -1.957 1.911 0.851 0.03 0.30 -0.28
C -3.511 1.392 2.227 0.24 -0.17 -0.16
C -3.054 2.869 -0.714 0.14 -0.17 0.12
H -1.946 4.352 1.964 -0.02 -0.01 -0.01
H -0.355 4.057 1.224 -0.04 0.00 0.02
H -0.754 3.333 2.806 -0.03 0.00 0.00
H -4.095 2.292 2.414 0.02 0.02 -0.03
H -3.068 1.040 3.156 0.00 0.00 -0.01
H -4.149 0.619 1.804 0.01 0.00 0.00
H -3.754 3.576 -0.270 0.00 -0.02 0.04
H -3.602 2.129 -1.295 0.00 0.00 0.01
H -2.358 3.397 -1.365 -0.03 -0.02 0.07
```
Forces are in eV/Å.

No. 2
Formula: C42H39N8O4Ti
Source: the OMol25 dataset
Level of theory: the ωB97M-V functional and the def2-TZVPD basis

Values from the calculation:
Relative energy (zero: lowest compared OMol25 entry of this formula, charge and spin) in eV: 0.000
Gap between HOMO and LUMO (spin up / spin down) in eV: 4.727 / 7.088
Total charge: -1
⟨S²⟩: 2.04
Electronic energy in eV: -87413.031
Strongest force on any atom in eV/A: 3.54
HOMO level (spin up / spin down) in eV: -2.30 / -4.66
Spin multiplicity: 3

The geometry in XYZ format:
```
94
Properties=species:S:1:pos:R:3:forces:R:3
Ti -0.503 0.627 0.242 -1.07 -1.67 -0.51
C 3.881 2.070 -4.687 0.02 0.17 -0.08
C 3.344 1.915 -3.289 -0.27 -1.35 0.93
C 3.480 0.638 -2.672 0.49 1.09 -0.22
C 3.157 0.433 -1.344 -0.72 0.15 0.28
C 2.326 1.354 -0.645 0.31 1.17 -0.81
N 1.569 0.924 0.478 0.79 0.54 0.54
C 2.246 0.631 1.633 -0.90 0.01 1.11
C 3.652 0.481 1.713 -0.27 -0.04 0.22
C 4.240 -0.154 2.785 -0.15 -0.19 0.73
C 3.515 -0.648 3.895 0.70 0.56 -0.94
C 4.238 -1.361 5.006 -0.29 -0.22 0.20
C 2.174 -0.332 3.943 -0.89 0.84 -0.22
C 1.548 0.433 2.914 2.24 -1.34 -1.14
N 0.280 0.945 3.146 -3.12 1.49 0.72
C -0.312 1.107 4.386 -0.11 0.24 -1.40
C -1.551 1.737 4.214 0.86 -0.01 -0.93
C -1.654 2.007 2.818 2.45 -1.63 0.49
N -0.540 1.489 2.178 -1.04 0.57 2.03
C 2.243 2.693 -1.220 0.72 -2.57 -0.63
C 2.773 2.915 -2.523 -0.10 0.15 0.86
N 1.664 3.779 -0.556 -1.05 2.47 0.79
C 1.612 5.107 -0.989 -0.36 -1.06 0.77
C 0.915 5.833 -0.036 0.14 -0.96 -0.29
C 0.539 4.887 0.947 1.31 -1.41 -0.70
N 1.038 3.656 0.633 -0.82 1.34 0.40
H 4.377 1.129 -4.976 -0.14 0.44 -0.02
H 3.088 2.281 -5.417 0.16 0.00 0.15
H 4.621 2.884 -4.734 -0.21 -0.23 -0.08
H 3.919 -0.153 -3.269 0.23 -0.06 0.23
H 3.533 -0.449 -0.797 -0.83 0.20 -0.57
H 4.274 0.877 0.916 -0.13 -0.20 0.03
H 5.316 -0.272 2.804 0.11 -0.02 -0.11
H 5.261 -1.620 4.693 -0.36 0.10 0.22
H 4.276 -0.742 5.922 0.11 -0.27 -0.34
H 3.702 -2.290 5.257 0.29 0.20 0.03
H 1.596 -0.608 4.843 0.30 0.11 -0.66
H 0.267 0.815 5.248 -0.42 0.10 0.07
H -2.279 1.970 4.980 0.24 0.01 -0.14
H -2.439 2.481 2.244 0.14 -0.23 0.02
H 2.740 3.934 -2.885 -0.01 -0.19 -0.31
H 2.032 5.366 -1.939 0.00 0.34 0.01
H 0.672 6.877 -0.041 0.05 0.16 -0.15
H 0.001 5.053 1.886 0.27 -0.28 -0.50
O -0.808 -1.150 1.211 1.03 -0.14 0.01
C -1.841 -1.829 1.590 -1.09 -0.06 0.21
C -3.190 -1.385 1.520 1.02 0.97 -0.89
C -4.259 -2.190 1.881 -0.17 -1.14 0.80
C -5.550 -1.718 1.793 -0.18 0.10 0.05
C -5.826 -0.410 1.383 -1.39 0.17 -0.01
C -4.793 0.418 1.001 1.04 0.64 -0.44
C -3.472 -0.071 0.936 0.36 -0.72 0.29
O -2.485 0.563 0.349 -0.86 0.84 0.06
N -6.649 -2.598 2.185 0.89 0.16 -0.06
O -6.339 -3.725 2.611 -1.30 1.20 -0.43
O -7.780 -2.133 2.061 0.31 -1.19 0.43
H -1.722 -2.842 2.009 0.39 0.21 -0.16
H -4.087 -3.202 2.296 -0.09 0.73 -0.43
H -6.867 -0.045 1.302 0.79 -0.41 0.26
H -4.979 1.463 0.696 0.07 -0.72 -0.02
C 1.610 -3.493 1.385 -0.37 0.78 0.47
C 1.643 -2.717 0.057 1.03 0.35 -0.46
C 0.653 -3.106 -0.995 -0.91 0.11 -0.42
C 0.617 -4.474 -1.286 -0.09 -0.25 -0.46
C -0.230 -5.026 -2.248 0.47 -0.07 0.30
C -1.132 -4.180 -2.839 -0.46 0.79 -0.28
C -1.172 -2.796 -2.572 0.68 0.36 0.35
C -2.286 -2.052 -3.280 -0.37 -0.65 -0.76
C -3.478 -1.512 -2.494 -0.24 -0.07 0.94
C -0.180 -2.187 -1.728 0.14 -1.60 -0.15
N -0.054 -0.773 -1.608 -0.80 1.35 -2.13
C -0.094 -0.030 -2.743 -0.20 -0.74 1.59
C -0.503 1.332 -2.697 -1.08 0.99 1.28
C -0.696 2.335 -3.681 0.17 0.00 0.95
C -1.239 3.467 -3.019 0.37 -0.70 -0.73
C -1.429 3.101 -1.686 0.72 -1.74 0.34
N -1.017 1.811 -1.460 0.95 1.38 -1.52
H 0.851 -3.041 2.080 0.68 -0.44 -0.63
H 1.376 -4.551 1.244 0.02 0.14 0.02
H 2.612 -3.418 1.842 -0.49 -0.02 0.04
H 2.628 -2.906 -0.413 -0.10 0.04 0.23
H 1.625 -1.640 0.202 -0.16 0.01 0.31
H 1.339 -5.129 -0.793 -0.21 0.22 -0.02
H -0.182 -6.080 -2.554 0.02 0.47 0.35
H -1.836 -4.543 -3.593 0.19 -0.07 0.34
H -2.703 -2.834 -3.946 0.09 0.56 0.05
H -1.909 -1.282 -3.952 0.01 0.14 0.08
H -3.951 -2.295 -1.846 0.48 0.60 -0.52
H -4.232 -1.164 -3.204 -0.04 -0.10 -0.02
H -3.249 -0.644 -1.858 0.19 -0.32 -0.06
H 0.114 -0.375 -3.771 0.06 -0.57 0.66
H -0.453 2.258 -4.730 0.05 -0.01 -0.04
H -1.428 4.424 -3.496 -0.15 -0.19 0.24
H -1.801 3.676 -0.850 -0.07 0.09 -0.12
```
Forces are in eV/Å.

No. 3
Formula: C42H40CrN3OP2S4Sb
Source: the OMol25 dataset
Level of theory: the ωB97M-V functional and the def2-TZVPD basis

Values from the calculation:
Gap between HOMO and LUMO (spin up / spin down) in eV: 6.910 / 5.445
Total charge: -1
⟨S²⟩: 1.14
Electronic energy in eV: -147600.494
Strongest force on any atom in eV/A: 1.09
HOMO level (spin up / spin down) in eV: -4.61 / -3.14
Spin multiplicity: 2

The geometry in XYZ format:
```
94
Properties=species:S:1:pos:R:3:forces:R:3
Cr 0.267 -0.010 -1.027 0.89 0.63 0.07
S -3.495 -1.941 1.592 0.12 -0.08 -0.12
Sb -4.245 -1.351 -0.472 0.09 -0.04 0.07
S -2.391 -1.344 -2.133 -0.18 0.07 0.02
S -1.937 1.489 -0.329 0.04 -0.37 0.11
S -3.563 -3.119 -2.078 0.19 0.03 -0.03
N 2.446 0.024 0.658 -0.50 0.18 -0.13
C 3.602 0.412 -0.016 0.09 0.07 -0.04
C 4.384 1.463 0.456 -0.03 -0.03 -0.03
C 5.501 1.881 -0.251 0.05 -0.04 -0.06
C 5.854 1.240 -1.431 -0.09 -0.03 0.05
C 5.071 0.185 -1.888 0.02 -0.04 -0.01
C 3.940 -0.247 -1.203 -0.11 -0.14 -0.01
C 3.117 -1.385 -1.724 0.08 0.15 -0.11
C 3.842 -2.521 -2.119 -0.02 0.09 -0.04
C 3.224 -3.598 -2.728 -0.12 0.04 0.02
C 1.857 -3.519 -2.975 0.01 0.07 0.01
C 1.141 -2.400 -2.563 0.15 0.02 0.09
C 1.709 -1.297 -1.881 0.06 -0.36 -0.15
H 2.234 -0.958 0.579 -0.02 -0.16 0.01
H 2.357 0.370 1.601 -0.02 0.03 0.05
H 4.102 1.955 1.381 0.01 -0.01 0.00
H 6.099 2.702 0.126 -0.01 0.00 -0.01
H 6.720 1.563 -1.995 -0.01 -0.01 0.01
H 5.321 -0.310 -2.821 0.00 0.03 0.04
H 4.913 -2.547 -1.940 -0.04 -0.01 0.01
H 3.796 -4.475 -3.010 -0.01 0.02 -0.01
H 1.343 -4.333 -3.478 0.02 0.02 0.00
H 0.074 -2.391 -2.774 0.01 0.01 0.07
N -0.042 -1.474 0.304 -0.47 0.06 0.28
C -0.172 -2.547 0.694 0.06 -0.72 -0.02
N -0.201 -3.824 1.006 -0.06 0.07 0.08
C -1.015 -4.780 0.230 0.14 0.33 0.03
C -0.257 -6.088 0.201 0.04 -0.07 0.19
O 0.046 -6.548 1.522 0.01 0.13 -0.13
C 0.853 -5.610 2.217 -0.05 -0.12 -0.11
C 0.149 -4.277 2.351 -0.20 0.08 -0.09
H -1.176 -4.388 -0.774 0.04 0.04 0.03
H -1.989 -4.885 0.704 -0.14 -0.02 0.09
H 0.673 -5.967 -0.368 0.02 0.01 0.00
H -0.865 -6.859 -0.266 0.00 -0.06 0.01
H 1.799 -5.462 1.682 0.07 -0.03 -0.03
H 1.060 -6.030 3.199 -0.01 -0.06 0.02
H 0.797 -3.545 2.831 0.00 0.03 -0.04
H -0.766 -4.390 2.939 -0.01 0.03 0.07
C -0.619 4.429 -0.426 0.03 0.17 0.13
P -0.337 2.620 -0.331 -0.11 0.01 0.08
C 0.513 2.546 1.297 -0.14 0.00 -0.10
C 1.553 3.405 1.630 0.21 0.09 0.11
C 2.160 3.337 2.881 -0.06 0.01 -0.10
C 1.714 2.416 3.818 0.07 0.07 0.02
C 0.657 1.574 3.504 -0.15 -0.07 -0.17
C 0.054 1.642 2.250 0.11 -0.15 0.22
C 0.704 2.078 -1.619 0.33 -0.18 -0.25
C 2.038 2.638 -1.768 -0.33 -0.20 -0.15
C 2.797 2.355 -2.852 -0.03 -0.06 -0.32
C 2.291 1.520 -3.911 0.22 0.15 0.24
C 1.017 1.059 -3.852 -0.11 -0.08 0.26
C 0.154 1.291 -2.732 0.27 0.12 0.06
P -1.864 5.173 -1.551 -0.07 0.04 -0.29
C -3.469 4.770 -0.776 -0.08 0.00 -0.02
C -3.604 4.320 0.534 -0.01 -0.06 0.04
C -4.860 4.125 1.095 0.01 0.02 -0.04
C -6.004 4.386 0.355 0.04 0.02 -0.06
C -5.886 4.863 -0.946 0.08 -0.02 0.04
C -4.629 5.065 -1.500 -0.02 -0.04 0.06
C -1.744 4.057 -3.009 -0.05 -0.02 -0.03
C -0.650 4.277 -3.849 0.01 0.03 -0.10
C -0.448 3.498 -4.979 -0.14 0.12 -0.02
C -1.362 2.503 -5.304 -0.12 0.14 -0.03
C -2.454 2.277 -4.479 -0.06 0.08 -0.10
C -2.638 3.041 -3.331 -0.12 0.06 0.00
H 0.336 4.853 -0.751 0.07 0.02 0.04
H -0.797 4.816 0.578 0.01 0.09 0.05
H 1.909 4.138 0.917 0.01 0.01 0.02
H 2.978 4.006 3.121 -0.02 -0.01 -0.02
H 2.181 2.364 4.795 -0.01 0.00 -0.03
H 0.290 0.861 4.233 0.01 0.03 -0.03
H -0.769 0.979 2.006 -0.02 0.01 -0.03
H 2.431 3.313 -1.016 0.00 -0.10 0.04
H 3.793 2.779 -2.930 -0.08 -0.05 0.00
H 2.920 1.288 -4.763 -0.02 0.04 0.04
H 0.612 0.497 -4.687 0.00 -0.03 0.04
H -0.915 1.286 -2.930 0.21 -0.08 0.17
H -2.727 4.083 1.124 -0.08 -0.03 -0.02
H -4.941 3.744 2.106 0.01 0.02 -0.04
H -6.983 4.214 0.788 0.03 0.02 -0.02
H -6.773 5.080 -1.530 0.04 -0.01 0.02
H -4.546 5.449 -2.512 0.00 -0.03 0.01
H 0.062 5.061 -3.608 -0.02 -0.02 -0.02
H 0.423 3.664 -5.600 -0.02 -0.01 0.03
H -1.210 1.891 -6.186 -0.01 0.02 0.03
H -3.151 1.478 -4.703 0.02 0.01 0.02
H -3.465 2.812 -2.671 0.01 0.05 -0.03
```
Forces are in eV/Å.